# C4H10O2

The molecule C4H10O2 (ωB97M-V/def2-TZVPD, OMol25).

Output
* HOMO: -9.50 eV
* gap between HOMO and LUMO: 10.478 eV
* E_tot: -8402.405 eV
* energy relative to the best compared isomer or geometry (same formula, charge and spin): 72.5 kcal per mole
* SMILES: CCOCOC
* F_max: 4.10 eV/A

```
! RIJCOSX wB97M-V def2-TZVPD def2/J DEFGRID3
* xyz 0 1
C -1.822 1.136 -0.245
C -1.549 -0.287 0.587
O -0.765 -1.023 -0.322
C 0.627 -0.934 -0.094
O 0.986 0.326 -0.353
C 2.289 0.595 0.231
H -2.560 1.107 -1.129
H -2.188 1.795 0.553
H -0.648 1.217 -0.308
H -2.476 -0.812 0.856
H -1.033 0.034 1.453
H 1.027 -1.591 -0.862
H 1.037 -1.279 0.828
H 3.012 -0.257 0.330
H 2.146 0.984 1.202
H 2.636 1.319 -0.394
*
```